(1)
Below is a single H4O3Si molecule, with properties calculated with ωB97M-V/def2-TZVPD.

Cartesian coordinates (Å):
Si1 0.17 0.37 0.19
O1 -1.26 -0.47 0.07
O2 0.32 0.87 -1.33
O3 1.36 -0.59 0.88
H1 0.02 1.44 1.33
H2 -1.66 -1.15 0.63
H3 -0.39 0.89 -2.18
H4 1.43 -1.36 0.41

Values from the calculation:
Structure (SMILES) ... O[SiH](O)O
LUMO ... 0.431 eV
HOMO ... -11.221 eV
F_max ... 0.100 hartree/bohr
Energy relative to the best compared isomer or geometry (same formula, charge and spin) ... 38.99 kJ/mol

Per-atom Löwdin charges, elementary charge units:
1 Si 0.23
2 O -0.17
3 O -0.19
4 O -0.13
5 H 0.03
6 H 0.06
7 H 0.19
8 H -0.02



(2)
Below is 2 unconnected molecules or ions with the total composition C4H10S, with properties calculated with ωB97M-V/def2-TZVPD.

Cartesian coordinates (Å):
S1 0.81 0.25 2.43
C1 0.68 -1.72 -2.64
C2 -1.78 0.91 1.83
C3 -0.29 1.09 1.37
C4 1.41 -0.70 -2.22
H1 2.36 -0.44 -2.67
H2 -2.04 1.72 2.51
H3 -0.07 2.17 1.30
H4 1.53 -0.47 1.54
H5 -1.90 -0.04 2.33
H6 1.05 -2.34 -3.44
H7 -0.16 0.72 0.36
H8 0.96 -0.04 -1.48
H9 -2.37 0.94 0.92
H10 -0.21 -2.06 -2.12

Values from the calculation:
Charge ... +1
Spin multiplicity ... 2
LUMO (spin up / spin down) ... -4.118 / -9.236 eV
HOMO (spin up / spin down) ... -13.263 / -13.263 eV
F_max ... 0.029 hartree/bohr
Energy relative to the best compared isomer or geometry (same formula, charge and spin) ... 99.04 kJ/mol

These are the Löwdin partial charges, in e, on atoms 1 to 8:
1 S 1.18
2 C -0.06
3 C -0.08
4 C -0.53
5 C -0.08
6 H 0.06
7 H 0.09
8 H 0.12



(3)
Below is a molecular structure, C34H25Br2N4O7ScTe4, with properties calculated with ωB97M-V/def2-TZVPD.

Cartesian coordinates (Å):
Te1 2.21 3.49 2.43
Te2 -0.04 1.91 2.08
Te3 3.61 1.16 2.93
Te4 2.78 0.28 0.44
Br1 -6.03 -0.89 0.68
Br2 -1.11 3.90 -5.66
Sc1 0.00 0.00 0.00
O1 -1.26 -6.61 4.43
O2 -1.18 -0.50 -1.53
O3 -3.16 -1.51 -0.37
O4 0.32 1.64 -1.08
O5 -1.56 -0.78 1.05
O6 -1.51 1.04 0.09
O7 -2.02 -4.71 5.35
N1 -2.32 -2.15 -3.88
N2 1.08 -0.17 -1.78
N3 -3.93 -0.83 -4.60
N4 0.40 -2.07 0.05
C1 -2.85 -2.22 3.10
C2 -2.70 -1.28 0.79
C3 -4.56 -4.90 -5.00
C4 -1.14 2.51 -4.38
C5 -0.75 -2.39 2.10
C6 -2.75 -0.85 -4.02
C7 -1.92 1.38 -4.61
C8 -1.21 -3.16 3.17
C9 -3.53 -2.67 4.24
C10 1.04 2.83 -0.79
C11 1.08 -2.43 -0.99
C12 -3.30 -2.99 -4.35
C13 -3.53 -1.71 1.98
C14 2.56 -0.88 -4.06
C15 -1.45 -5.28 4.42
C16 -4.92 -2.63 4.27
C17 -1.19 0.45 -2.51
C18 -5.62 -2.11 3.18
C19 -4.29 -2.13 -4.80
C20 -4.93 -1.65 2.04
C21 -0.18 -5.10 2.20
C22 -3.39 -4.38 -4.43
C23 -1.94 0.32 -3.69
C24 0.00 -2.95 1.06
C25 -0.93 -4.53 3.24
C26 -5.57 -4.06 -5.47
C27 1.47 -1.45 -2.01
C28 1.43 0.74 -2.71
C29 2.16 0.44 -3.85
C30 -0.40 1.60 -2.26
C31 2.21 -1.85 -3.12
C32 0.28 -4.32 1.13
C33 -5.45 -2.67 -5.38
C34 -0.38 2.63 -3.21
H1 -1.41 -2.43 -3.54
H2 -2.97 -3.06 5.08
H3 -2.61 -5.04 -4.07
H4 -6.23 -2.01 -5.74
H5 -6.47 -4.48 -5.92
H6 -2.51 1.30 -5.52
H7 1.40 -3.47 -1.17
H8 0.21 3.52 -3.07
H9 1.85 2.99 -1.51
H10 -6.70 -2.07 3.22
H11 -0.98 -1.32 2.07
H12 -1.71 -1.29 -1.48
H13 -1.79 -2.68 3.96
H14 -1.76 -2.26 3.08
H15 0.10 -6.15 2.19
H16 2.50 -2.88 -3.25
H17 1.10 1.76 -2.51
H18 3.13 -1.16 -4.94
H19 2.42 1.21 -4.57
H20 1.51 2.70 0.20
H21 0.86 -4.81 0.35
H22 0.38 3.70 -0.73
H23 -5.46 -2.98 5.14
H24 -4.68 -5.98 -5.09
H25 -0.86 -7.01 3.64

Values from the calculation:
Charge ... -2
LUMO (spin up / spin down) ... 3.577 / 3.576 eV
HOMO (spin up / spin down) ... -0.752 / -1.146 eV
F_max ... 0.248 hartree/bohr
Energy relative to the best compared isomer or geometry (same formula, charge and spin) ... 2217.04 kJ/mol

These are the Löwdin partial charges, in e, on atoms 1 to 8:
1 Te -0.03
2 Te 0.42
3 Te -0.13
4 Te 0.34
5 Br 0.75
6 Br 0.71
7 Sc 0.09
8 O 0.09



(4)
Below is a molecular structure, C28H28F3N5O2RuSe2, with properties calculated with ωB97M-V/def2-TZVPD.

Cartesian coordinates (Å):
Ru1 -0.63 0.60 0.42
Se1 1.62 2.60 -0.02
Se2 -0.58 2.87 -1.63
F1 -5.49 -0.32 -0.29
F2 -4.80 1.14 -1.72
F3 -5.18 1.74 0.32
O1 -2.35 0.65 -0.91
O2 -3.04 0.09 1.13
N1 0.64 -1.05 0.00
N2 -1.72 -2.41 -0.26
N3 0.50 0.44 2.24
N4 -1.56 2.49 0.89
N5 1.79 1.11 -2.41
C1 -4.71 0.75 -0.46
C2 -3.07 -2.45 -0.83
C3 -0.81 -3.60 -2.25
C4 -2.29 4.57 -0.03
C5 4.07 -1.56 1.24
C6 3.88 1.99 -1.66
C7 4.52 1.50 -2.78
C8 1.53 -2.13 -2.01
C9 2.97 0.22 2.45
C10 -1.65 -3.32 0.88
C11 2.41 0.66 -3.50
C12 -3.25 0.45 -0.04
C13 1.75 -1.03 0.76
C14 -2.30 2.73 1.99
C15 -0.69 -2.66 -1.22
C16 3.77 0.83 -3.74
C17 2.90 -1.85 0.57
C18 -1.57 3.38 -0.11
C19 0.60 1.62 3.12
C20 1.38 -3.03 -3.05
C21 1.78 -0.09 1.83
C22 -0.23 -0.62 3.01
C23 -3.02 4.83 1.12
C24 2.51 1.78 -1.52
C25 0.22 -3.78 -3.15
C26 0.51 -1.96 -1.08
C27 -3.03 3.89 2.14
C28 4.13 -0.49 2.12
H1 5.06 -0.24 2.61
H2 -1.99 -4.33 0.62
H3 -1.71 -4.18 -2.34
H4 0.22 -0.73 4.00
H5 -2.28 5.26 -0.86
H6 -0.40 1.88 3.46
H7 0.11 -4.51 -3.95
H8 -0.19 -1.55 2.47
H9 1.04 2.46 2.59
H10 2.18 -3.15 -3.78
H11 4.22 0.45 -4.65
H12 -3.60 5.74 1.20
H13 -3.62 4.04 3.04
H14 4.94 -2.17 1.06
H15 5.58 1.65 -2.92
H16 4.43 2.55 -0.90
H17 -3.32 -3.42 -1.26
H18 -1.28 -0.31 3.10
H19 -2.34 1.95 2.73
H20 1.79 0.14 -4.22
H21 2.86 -2.69 -0.11
H22 -3.77 -2.26 -0.02
H23 -3.18 -1.69 -1.60
H24 2.42 -1.53 -1.94
H25 3.03 1.00 3.20
H26 -2.27 -2.92 1.69
H27 1.20 1.38 4.01
H28 -0.62 -3.41 1.23

Values from the calculation:
Charge ... +1
Spin multiplicity ... 6
LUMO (spin up / spin down) ... -2.527 / -5.237 eV
HOMO (spin up / spin down) ... -9.648 / -10.989 eV
F_max ... 0.022 hartree/bohr

These are the Löwdin partial charges, in e, on atoms 1 to 8:
1 Ru 1.30
2 Se 0.76
3 Se 0.85
4 F 0.16
5 F 0.17
6 F 0.16
7 O -0.17
8 O 0.00



(5)
Below is a molecular structure, C10H14NO2Os, with properties calculated with ωB97M-V/def2-TZVPD.

Cartesian coordinates (Å):
Os1 -1.96 -0.99 0.98
O1 -6.74 -2.21 -2.00
O2 -8.57 -2.74 -3.14
N1 -7.66 -2.47 -2.58
C1 1.24 1.57 -2.46
C2 1.25 0.25 -0.29
C3 1.57 -0.99 0.31
C4 0.91 -1.45 1.43
C5 0.20 1.02 0.28
C6 -0.14 -0.67 2.05
C7 2.05 0.77 -1.43
C8 -0.69 -1.04 3.41
C9 -0.47 0.60 1.45
C10 3.16 1.65 -0.80
H1 -0.76 -0.18 4.07
H2 1.17 -2.40 1.86
H3 0.34 1.04 -2.78
H4 3.74 1.11 -0.04
H5 2.54 -0.08 -1.92
H6 -1.73 -1.45 3.34
H7 3.84 1.95 -1.60
H8 -0.12 -1.83 3.88
H9 2.36 -1.59 -0.12
H10 2.74 2.55 -0.35
H11 1.86 1.73 -3.34
H12 0.96 2.55 -2.08
H13 -1.04 1.33 2.02
H14 -0.06 1.97 -0.16

Values from the calculation:
Charge ... +3
Spin multiplicity ... 5
LUMO (spin up / spin down) ... -12.192 / -13.144 eV
HOMO (spin up / spin down) ... -19.324 / -19.680 eV
F_max ... 0.010 hartree/bohr
Energy relative to the best compared isomer or geometry (same formula, charge and spin) ... 0.00 kJ/mol

These are the Löwdin partial charges, in e, on atoms 1 to 8:
1 Os 1.38
2 O 0.47
3 O 0.54
4 N -0.01
5 C -0.04
6 C -0.12
7 C 0.06
8 C 0.04



Copy entry 5 word for word.
Below is a molecular structure, C10H14NO2Os, with properties calculated with ωB97M-V/def2-TZVPD.

Cartesian coordinates (Å):
Os1 -1.96 -0.99 0.98
O1 -6.74 -2.21 -2.00
O2 -8.57 -2.74 -3.14
N1 -7.66 -2.47 -2.58
C1 1.24 1.57 -2.46
C2 1.25 0.25 -0.29
C3 1.57 -0.99 0.31
C4 0.91 -1.45 1.43
C5 0.20 1.02 0.28
C6 -0.14 -0.67 2.05
C7 2.05 0.77 -1.43
C8 -0.69 -1.04 3.41
C9 -0.47 0.60 1.45
C10 3.16 1.65 -0.80
H1 -0.76 -0.18 4.07
H2 1.17 -2.40 1.86
H3 0.34 1.04 -2.78
H4 3.74 1.11 -0.04
H5 2.54 -0.08 -1.92
H6 -1.73 -1.45 3.34
H7 3.84 1.95 -1.60
H8 -0.12 -1.83 3.88
H9 2.36 -1.59 -0.12
H10 2.74 2.55 -0.35
H11 1.86 1.73 -3.34
H12 0.96 2.55 -2.08
H13 -1.04 1.33 2.02
H14 -0.06 1.97 -0.16

Values from the calculation:
Charge ... +3
Spin multiplicity ... 5
LUMO (spin up / spin down) ... -12.192 / -13.144 eV
HOMO (spin up / spin down) ... -19.324 / -19.680 eV
F_max ... 0.010 hartree/bohr
Energy relative to the best compared isomer or geometry (same formula, charge and spin) ... 0.00 kJ/mol

These are the Löwdin partial charges, in e, on atoms 1 to 8:
1 Os 1.38
2 O 0.47
3 O 0.54
4 N -0.01
5 C -0.04
6 C -0.12
7 C 0.06
8 C 0.04